1.
48
Properties=species:S:1:pos:R:3:forces:R:3 method="wB97M-V/def2-TZVPD" max_force_ev_per_a=0.19 charge=+1 relative_energy_kj_mol=24.7 lumo_ev=-2.4
Tl 0.24661 0.08957 1.17439 -0.07 0.04 -0.04
C 0.29282 2.65488 -3.25068 -0.02 0.03 0.04
C 0.04321 3.44555 -1.97214 -0.04 -0.01 0.03
S 0.78364 2.86302 -0.43454 0.07 0.00 0.09
C 2.56400 2.87309 -0.74029 0.00 -0.03 -0.05
C 3.16157 1.74693 -1.59376 -0.05 0.04 0.09
S 2.56636 0.09889 -1.12303 0.10 0.03 -0.06
C 2.25643 -0.67514 -2.72630 -0.17 -0.02 0.03
C 1.41054 0.09267 -3.74824 0.03 0.00 0.01
S -0.11856 0.88483 -3.17391 0.02 -0.02 -0.02
H 1.32964 2.74634 -3.56584 0.00 -0.01 -0.01
H -0.31484 3.09834 -4.03997 0.00 0.00 0.00
H -1.02335 3.46336 -1.73857 0.00 0.00 -0.01
H 0.35119 4.48088 -2.13207 -0.01 0.00 -0.03
H 2.99539 2.83921 0.26184 0.00 0.01 0.00
H 2.84148 3.83963 -1.16507 0.05 -0.01 0.00
H 4.24622 1.76884 -1.48772 0.00 0.03 -0.01
H 2.93807 1.89856 -2.64503 -0.01 -0.01 -0.01
H 1.76333 -1.61279 -2.46213 0.00 0.01 0.01
H 3.20941 -0.93268 -3.19048 -0.01 -0.02 -0.03
H 1.11657 -0.61213 -4.52657 0.04 -0.01 -0.01
H 2.00220 0.85794 -4.24776 0.00 0.00 -0.02
C -5.08249 -0.54659 4.25647 -0.02 0.04 0.00
C -4.69740 0.36064 3.15000 -0.10 0.03 -0.08
N -5.34731 1.40913 2.76357 0.13 -0.06 0.03
N -4.60649 1.90458 1.72687 -0.01 0.02 0.06
C -3.50049 1.20093 1.45609 -0.06 0.03 -0.16
S -2.38170 1.47377 0.24077 0.06 0.02 0.01
N -3.55968 0.19577 2.37855 0.13 -0.13 0.05
N -2.61748 -0.82957 2.44595 -0.06 0.04 0.01
H -6.00385 -0.17636 4.69751 0.00 -0.01 0.00
H -4.31465 -0.57493 5.03112 0.00 0.00 0.00
H -5.24761 -1.56236 3.89599 0.01 0.00 -0.01
H -4.90232 2.73180 1.23640 0.00 -0.01 0.02
H -2.97423 -1.64872 1.96250 0.02 0.02 0.03
H -2.44381 -1.05743 3.41794 0.00 0.02 -0.01
C 3.92506 -3.09681 0.64920 -0.01 0.02 0.01
Te 1.80715 -3.29662 0.64310 -0.04 0.06 -0.01
C 1.79150 -4.57123 2.34744 0.02 -0.02 -0.02
H 4.23893 -2.82923 1.65454 0.04 0.01 -0.01
H 4.19798 -2.30118 -0.04052 -0.02 -0.03 0.00
H 4.37532 -4.03606 0.34387 0.03 0.01 0.00
H 2.29552 -5.50189 2.10504 0.00 -0.01 0.02
H 0.76000 -4.77673 2.62142 -0.01 0.00 -0.01
H 2.29575 -4.06370 3.16483 -0.01 -0.03 0.03
O -0.74487 -1.36579 -0.85775 -0.07 -0.05 -0.09
H -0.91170 -2.23516 -1.23691 0.04 -0.03 0.03
H -1.01306 -0.71604 -1.52615 0.00 0.02 0.07



2.
73
Properties=species:S:1:pos:R:3:forces:R:3 method="wB97M-V/def2-TZVPD" max_force_ev_per_a=0.47 charge=-1 relative_energy_kj_mol=64.6 lumo_ev=2.2
Tl 0.54499 -0.12654 -0.18071 0.04 0.25 0.40
C -0.90528 1.79626 -7.32731 0.00 -0.01 0.00
C -0.02104 1.80215 -6.10958 0.00 0.02 -0.01
C -0.10609 0.77413 -5.17229 -0.03 -0.01 0.00
C 0.68039 0.78272 -4.03646 0.02 0.01 0.04
C 1.58273 1.81604 -3.82425 0.00 0.04 -0.10
C 1.68280 2.84516 -4.74543 -0.06 -0.02 0.04
C 0.87999 2.83291 -5.87939 0.00 0.02 0.00
S 2.65645 1.79022 -2.40048 0.09 0.11 0.09
O 3.46366 0.59698 -2.52410 0.03 -0.02 0.03
O 3.33994 3.06376 -2.44221 0.03 -0.02 0.00
N 1.76236 1.65327 -1.09623 -0.18 0.04 -0.32
C 0.87919 2.80993 -0.86847 0.14 -0.12 0.06
C -0.59051 2.52036 -1.16863 -0.05 -0.05 -0.06
O -1.34325 3.41228 -1.52058 0.03 0.03 0.05
O -0.96551 1.28849 -0.97558 -0.08 -0.02 -0.09
H -0.86522 0.83150 -7.83616 0.00 0.00 0.00
H -0.60597 2.56781 -8.03624 0.00 0.00 0.00
H -1.94656 1.97862 -7.05317 0.00 0.00 0.01
H -0.80278 -0.04107 -5.33729 0.00 -0.01 0.01
H 0.60602 -0.01340 -3.30945 0.04 0.02 0.00
H 2.38240 3.64753 -4.55866 0.02 0.00 -0.01
H 0.95428 3.64411 -6.59496 0.00 0.00 0.00
H 1.19206 3.68391 -1.43745 -0.02 0.00 -0.01
H 0.92316 3.07670 0.19242 0.02 0.04 0.00
S 1.64808 0.94554 1.91719 0.20 0.22 0.07
S 1.12923 -0.37591 3.38025 -0.08 -0.08 0.05
S 1.63157 -2.18164 2.52757 0.10 -0.03 0.07
S 0.31718 -2.36683 0.97476 -0.26 -0.16 -0.09
C -2.54806 1.95298 2.85094 -0.03 0.04 0.01
As -2.16104 0.24233 1.98165 0.04 -0.03 -0.04
C -2.48949 -0.91925 3.52543 -0.03 0.01 0.06
C -3.91114 -0.09415 1.13930 0.01 0.00 -0.01
C -5.10822 0.23789 1.77780 0.04 -0.01 0.00
C -6.33414 -0.07410 1.21774 -0.01 0.01 -0.01
C -6.38502 -0.73786 -0.00238 -0.01 0.00 0.01
C -5.20708 -1.06097 -0.65157 0.00 0.02 0.04
C -3.96679 -0.73821 -0.09512 -0.05 0.02 -0.13
As -2.34498 -1.19882 -1.10301 0.02 -0.36 0.14
C -2.90916 -0.54178 -2.86493 0.01 0.05 -0.04
C -2.72992 -3.12605 -1.29534 -0.12 0.02 -0.05
H -3.35182 1.88078 3.58418 0.00 0.01 0.00
H -2.80577 2.68862 2.08973 0.01 0.00 -0.01
H -1.63445 2.27536 3.35076 0.00 0.00 0.01
H -3.50619 -0.79061 3.89930 0.01 -0.02 0.03
H -1.76832 -0.67240 4.30296 0.01 -0.01 0.00
H -2.33137 -1.95371 3.22146 0.00 0.00 0.00
H -5.08168 0.75019 2.73261 0.00 0.00 0.01
H -7.24959 0.19849 1.72902 0.00 -0.01 0.00
H -7.33860 -0.99640 -0.44657 0.00 0.01 0.00
H -5.25380 -1.56845 -1.60895 0.01 0.00 0.00
H -3.01244 -1.36607 -3.57174 0.00 0.01 -0.02
H -2.16355 0.17036 -3.21358 0.01 0.00 -0.02
H -3.85687 -0.01516 -2.77282 -0.01 -0.02 -0.03
H -3.46627 -3.31794 -2.07762 -0.02 -0.02 0.03
H -3.11179 -3.49452 -0.34384 0.02 0.00 0.01
H -1.80886 -3.65852 -1.52800 0.02 0.03 -0.04
N 3.62005 -1.41879 -0.50654 0.04 0.06 -0.04
C 2.95135 -2.05117 -1.49279 -0.04 -0.01 0.10
N 1.74318 -1.75930 -1.86853 0.16 0.03 -0.30
C 1.31592 -2.62297 -2.86646 -0.07 0.07 0.13
C 0.08060 -2.57768 -3.50611 0.00 -0.02 0.00
C -0.21501 -3.51725 -4.47694 0.01 -0.01 0.00
C 0.70550 -4.50621 -4.82437 -0.02 0.01 0.01
C 1.94015 -4.56408 -4.19874 0.00 0.01 0.00
C 2.23129 -3.61907 -3.22681 -0.01 -0.06 -0.07
S 3.68362 -3.42737 -2.29262 0.03 -0.05 0.01
H 3.42220 -0.42833 -0.40913 -0.04 -0.01 -0.01
H 4.60048 -1.62651 -0.42077 -0.01 -0.02 0.02
H -0.63234 -1.80821 -3.24290 0.00 -0.01 -0.01
H -1.17625 -3.48207 -4.97425 -0.01 0.00 0.00
H 0.45670 -5.23202 -5.58721 0.00 0.00 0.00
H 2.66121 -5.32547 -4.46602 0.00 -0.01 0.00



3.
46
Properties=species:S:1:pos:R:3:forces:R:3 method="wB97M-V/def2-TZVPD" smiles="N#Cc1c(NNC(N)=S)nc(SCc2nc3ccccc3[nH]2)nc1-c1ccccc1" max_force_ev_per_a=2.44 relative_energy_kj_mol=0.0 lumo_ev=-0.7
N -2.79419 2.73029 1.12084 1.47 -0.78 0.03
S -2.49769 2.07062 -3.43142 -0.70 -0.42 0.62
C -1.78531 2.15007 1.12590 -2.13 0.92 -0.01
N 1.25311 -2.43886 -2.51234 0.35 0.31 0.24
N 1.64465 1.02540 1.55163 1.63 -0.43 0.12
N 0.48469 -0.61270 0.35672 0.62 -0.40 -0.12
S 3.10596 -1.00922 0.59442 1.53 -0.15 0.40
C -1.94386 0.77477 -2.53233 1.75 0.59 -0.26
C 1.93730 -2.51178 -1.39947 -1.74 -0.62 -0.38
C 1.61527 -0.12642 0.86611 -2.10 1.22 -0.21
C 0.55256 1.76037 1.73184 0.59 -0.29 0.43
C -0.60324 0.14276 0.42130 0.21 0.06 -1.23
C 1.07801 5.34931 4.11856 1.28 -0.45 -0.64
C -2.03902 -4.21001 -2.83370 0.85 0.67 -0.20
C -0.05149 4.57722 4.28007 -0.90 -0.71 -0.11
C 2.03351 4.94001 3.16167 -0.40 0.26 0.34
C -2.04982 -4.81699 -1.56075 1.05 0.76 0.53
C -0.93160 -3.40706 -3.21906 -1.13 -0.90 -0.21
C -0.30287 3.41025 3.50797 1.00 0.46 0.26
C 1.80636 3.78698 2.42607 0.69 0.50 -0.36
C -0.98405 -4.54775 -0.66098 -0.31 -0.87 0.10
C -0.61625 1.35106 1.10954 -0.56 0.40 -0.01
C 0.12040 -3.22970 -2.32784 0.06 0.91 -1.30
C 0.68082 2.99222 2.58679 -0.94 0.03 0.08
C 0.11700 -3.76601 -1.06615 -1.50 -1.20 0.20
N -0.85334 0.09434 -3.06700 -0.61 0.19 1.29
N 1.29116 -3.38534 -0.50123 1.84 0.70 1.11
N -2.41725 0.45112 -1.24794 1.06 -0.45 -0.51
N -1.65512 -0.36096 -0.33050 -1.09 1.27 -0.30
C 3.13035 -1.62819 -1.14267 -1.68 -0.17 0.44
H 1.29466 6.21195 4.74929 -0.31 -0.18 -0.20
H -2.89776 -4.32631 -3.50676 0.53 -0.05 0.24
H -0.77010 4.88792 5.03813 0.02 -0.22 -0.23
H 2.95279 5.51390 2.97372 -0.57 -0.24 0.18
H -2.87859 -5.47478 -1.25442 0.52 0.50 -0.12
H -0.84481 -2.97252 -4.21869 -0.24 -0.06 0.40
H -1.19612 2.81652 3.69110 0.16 0.20 -0.08
H 2.52231 3.55582 1.64834 0.04 -0.33 0.09
H -0.98063 -5.02532 0.32505 -0.07 0.21 -0.34
H -0.28803 -0.48005 -2.43245 -0.10 0.20 -0.71
H -0.39618 0.54196 -3.88678 -0.75 -0.61 1.21
H 1.57788 -3.59606 0.46053 -0.16 0.40 -0.80
H -3.15079 1.06639 -0.87156 0.65 -0.62 -0.15
H -1.41872 -1.28483 -0.64274 -0.34 -0.41 -0.53
H 4.01843 -2.19779 -1.35629 0.71 -0.06 0.66
H 3.12964 -0.79258 -1.84252 -0.27 -0.12 0.04



4.
38
Properties=species:S:1:pos:R:3:forces:R:3 method="wB97M-V/def2-TZVPD" smiles="O=C(O)c1cn([C@@H]2O[C@H](CO)[C@@H](O)[C@H]2O)c2ccc(Br)cc2c1=O" max_force_ev_per_a=5.21 relative_energy_kj_mol=257.1 lumo_ev=-0.5
O 1.79793 -1.27614 -3.87636 1.42 0.54 -1.42
O -1.65950 -1.16057 -3.73074 -0.32 0.24 1.09
Br -5.80622 2.58760 -2.60428 0.63 -0.41 0.36
O 0.83807 -2.66176 -2.50062 -2.09 0.63 2.09
O 4.09668 -0.52516 2.98123 0.77 1.64 -0.68
O 1.57211 -1.80250 3.18518 -0.23 -0.70 0.68
O -0.90803 -1.69558 1.97746 0.13 0.41 -0.01
O 1.17027 1.02697 1.26805 -1.60 0.52 -0.67
C 0.97926 -1.46473 -3.04152 0.15 0.54 -0.64
C -1.32153 -0.52118 -2.72358 -1.48 -0.61 -3.03
C 0.10060 -0.48144 -2.46308 -0.22 2.40 4.62
C 0.52319 0.19882 -1.31239 -2.90 -1.57 -1.61
C -3.64807 2.33874 -0.71933 1.60 1.06 0.21
C -3.49803 0.81731 -2.57879 -0.43 -0.28 0.51
C -2.36766 1.96368 -0.19800 -1.91 1.93 0.20
C -4.20259 1.80976 -1.86354 0.32 -1.03 -1.11
C -2.28290 0.41686 -2.03706 2.22 -0.86 0.66
C -1.71621 0.94089 -0.84706 -0.97 0.63 0.19
N -0.47581 0.57114 -0.36954 2.53 0.51 -1.55
C 3.35294 0.61836 2.40337 -0.03 -0.16 1.49
C 1.51292 -1.07524 1.96280 1.85 -1.22 2.47
C 0.18865 -1.15894 1.23229 -1.10 0.17 2.06
C -0.16340 0.35248 1.02218 1.62 -0.27 -1.24
C 1.83512 0.33530 2.34988 0.31 0.64 -3.09
H 1.37952 -3.16408 -3.04504 1.79 -2.26 -1.52
H 5.06610 -0.29315 2.84034 -1.90 -0.58 0.40
H 2.29750 -1.42479 3.73412 -0.62 -0.60 -0.74
H -0.65407 -2.47310 2.48287 0.35 -0.02 0.02
H 1.54594 0.41677 -1.11567 0.58 -0.28 0.67
H -4.03815 3.30593 -0.44413 -0.33 -0.10 0.70
H -3.85568 0.27336 -3.47692 0.25 0.78 0.58
H -1.88766 2.67545 0.56714 -0.76 -1.61 -1.10
H 3.50470 1.53373 3.01327 0.08 -0.56 -0.22
H 3.74912 0.79677 1.44679 0.27 0.26 -1.52
H 2.33329 -1.48453 1.34335 -0.37 0.48 -0.23
H 0.31419 -1.79962 0.37308 -0.05 0.48 -0.82
H -1.08136 0.66817 1.59177 1.39 -0.21 0.06
H 1.40876 0.81443 3.17248 -0.94 -0.51 2.16



5.
43
Properties=species:S:1:pos:R:3:forces:R:3 method="wB97M-V/def2-TZVPD" smiles="CCOB(O)[C@H]1OS(=O)(=O)O[C@H]1CSCC.Fc1ccccc1" max_force_ev_per_a=0.45 relative_energy_kj_mol=0.0 lumo_ev=0.4
C 0.74217 -3.13199 3.58834 -0.09 0.12 0.02
C 1.80262 -2.42974 2.77345 -0.02 -0.03 0.03
O 1.27312 -1.21191 2.21999 0.44 -0.08 -0.02
B 1.51592 -0.75768 0.97106 -0.27 0.03 -0.14
O 2.05802 0.49347 0.87185 -0.22 0.19 -0.09
C 1.17547 -1.48255 -0.44936 -0.01 -0.02 -0.10
O 1.85435 -2.76452 -0.61388 0.03 0.09 0.15
S 0.86664 -4.00225 -0.56289 -0.04 -0.13 -0.12
O 1.07284 -4.78896 -1.72508 0.08 -0.02 -0.03
O 0.89611 -4.61358 0.71867 -0.01 -0.05 0.00
O -0.47993 -3.18469 -0.70190 -0.14 0.07 0.19
C -0.26253 -1.79094 -0.94713 0.14 0.28 0.00
C -1.42480 -0.97777 -0.40142 -0.02 -0.10 -0.09
S -1.99972 -1.40429 1.25931 -0.02 0.06 -0.03
C -1.65762 0.01603 2.36528 0.06 0.07 0.09
C -1.15120 1.32143 1.76577 -0.09 0.03 -0.01
H 0.54931 -2.59430 4.51906 0.00 -0.03 -0.02
H 1.05706 -4.14932 3.82162 0.02 0.03 0.04
H -0.18603 -3.18305 3.01900 0.04 -0.07 -0.04
H 2.65159 -2.13300 3.39513 -0.03 -0.08 0.01
H 2.17470 -3.07969 1.98358 -0.07 0.02 -0.03
H 2.03125 0.87873 -0.01295 0.07 -0.11 0.16
H 1.60721 -0.84715 -1.22666 0.11 -0.08 0.01
H -0.25759 -1.64687 -2.03341 -0.02 -0.11 0.01
H -1.15650 0.07251 -0.50706 -0.13 0.01 0.13
H -2.27917 -1.15833 -1.05576 0.05 0.04 -0.04
H -0.95516 -0.34489 3.11417 0.05 -0.03 -0.09
H -2.61245 0.19833 2.85839 0.05 -0.03 0.05
H -1.97179 1.94412 1.40481 0.02 -0.07 -0.10
H -0.61788 1.88449 2.53301 -0.06 0.00 0.01
H -0.44441 1.18107 0.95121 0.04 0.00 0.07
F 0.49061 1.55809 -1.43042 0.05 -0.01 -0.06
C -0.00511 2.61407 -2.13886 0.01 -0.01 0.03
C -1.34227 2.60593 -2.47105 -0.01 0.01 -0.01
C -1.83873 3.68493 -3.18956 -0.01 0.00 0.00
C -1.00265 4.73068 -3.55471 0.00 -0.01 0.00
C 0.33916 4.70297 -3.20100 0.00 0.00 0.00
C 0.85505 3.63370 -2.48188 -0.01 0.01 0.00
H -1.97379 1.77904 -2.17588 0.01 0.00 0.01
H -2.88521 3.70472 -3.46271 0.00 0.00 0.00
H -1.39694 5.56751 -4.11461 0.00 0.00 0.00
H 0.99284 5.51680 -3.48463 0.00 0.00 0.00
H 1.89545 3.58885 -2.19090 0.00 0.00 0.00